Density functional theory data (the ωB97M-V functional and the def2-TZVPD basis) for a structure of composition C19H19CoN3O5S at a distorted geometry.

```
! wB97M-V def2-TZVPD RIJCOSX def2/J DEFGRID3
* xyz -2 2
Co -1.236 0.233 -0.756
C -0.233 2.191 -4.251
C -0.106 1.152 -3.154
O -1.186 0.761 -2.630
C 1.157 0.666 -2.818
C 1.359 -0.306 -1.814
C 2.693 -0.984 -1.660
N 0.369 -0.693 -1.041
N 0.548 -1.834 -0.308
C -0.568 -2.132 0.321
O -1.651 -1.448 0.170
C -0.554 -3.291 1.216
C -1.728 -3.748 1.818
C -1.706 -4.823 2.689
C -0.512 -5.468 2.992
C 0.666 -5.012 2.406
C 0.647 -3.946 1.529
H -1.284 2.450 -4.361
H 0.153 1.809 -5.200
H 0.327 3.091 -3.990
H 2.028 1.048 -3.339
H 3.434 -0.526 -2.316
H 2.594 -2.043 -1.909
H 3.026 -0.932 -0.623
H -2.650 -3.229 1.590
H -2.626 -5.168 3.148
H -0.497 -6.300 3.686
H 1.606 -5.495 2.649
H 1.552 -3.573 1.071
O -0.133 2.160 -0.427
N 0.889 2.371 0.350
C 1.899 3.098 -0.173
C 3.035 3.419 0.530
C 3.160 2.970 1.845
C 2.128 2.240 2.388
C 0.959 1.911 1.667
S -0.319 1.048 2.344
H 1.731 3.418 -1.190
H 3.805 4.014 0.056
H 4.044 3.201 2.428
H 2.174 1.888 3.408
C -4.515 2.392 0.767
C -3.632 2.104 -0.474
O -3.743 2.863 -1.444
O -2.912 1.073 -0.341
H -4.489 3.459 0.991
H -4.156 1.812 1.615
H -5.548 2.110 0.545
*
```

The LUMO energy (spin up / spin down) is 4.90 / 4.90 eV. The calculation puts the energy above the lowest of the compared OMol25 structures with the same formula, charge and spin at 5.8 kcal per mole. The expectation value of S² is 0.959. For the HOMO-LUMO gap (spin up / spin down), the calculation gives 5.6 / 5.5 eV. Its HOMO energy (spin up / spin down) is -0.73 / -0.65 eV.

Density functional theory data (the ωB97M-V functional and the def2-TZVPD basis) for a structure of composition C19H19F2N4O4PdS3.

```
! wB97M-V def2-TZVPD RIJCOSX def2/J DEFGRID3
* xyz 1 1
Pd 0.521 -0.183 0.548
F 1.232 1.153 5.630
C 0.809 0.250 4.751
C 0.883 0.563 3.397
C 0.431 -0.394 2.524
C -0.079 -1.636 2.910
C -0.110 -1.869 4.284
F -0.558 -3.043 4.747
C 0.319 -0.949 5.216
C -0.430 -2.593 1.871
C -1.047 -3.821 2.074
C -1.253 -4.663 0.997
C -0.841 -4.271 -0.264
C -0.271 -3.024 -0.415
N -0.080 -2.200 0.622
H 1.284 1.509 3.076
H 0.280 -1.175 6.272
H -1.354 -4.116 3.063
H -1.729 -5.622 1.149
H -0.967 -4.907 -1.128
H 0.028 -2.653 -1.378
C -0.793 1.257 -4.739
C -0.034 0.456 -3.740
C 1.154 -0.232 -3.832
C 1.380 -0.793 -2.567
N 0.380 -0.475 -1.742
N -0.468 0.283 -2.478
C 2.499 -1.693 -2.164
H -0.372 1.113 -5.730
H -0.738 2.321 -4.502
H -1.843 0.965 -4.768
H 1.776 -0.327 -4.706
H -1.317 0.623 -2.060
H 2.470 -2.608 -2.760
H 2.449 -1.952 -1.111
H 3.459 -1.210 -2.339
S -1.728 0.300 0.517
C -1.743 2.023 0.293
N -0.990 2.722 -0.509
C -1.116 4.175 -0.387
C -2.527 4.423 0.139
S -2.929 2.944 1.123
H -0.123 2.353 -0.935
H -0.959 4.636 -1.359
H -0.346 4.530 0.301
H -3.260 4.514 -0.660
H -2.582 5.297 0.781
O 1.821 2.017 -1.365
S 2.332 1.656 -0.049
O 3.393 2.466 0.432
O 2.594 0.159 0.063
O 1.090 1.702 0.907
*
```

The LUMO energy is -5.26 eV. The calculation puts the energy above the lowest of the compared OMol25 structures with the same formula, charge and spin at 10.4 kcal per mole. For the HOMO-LUMO gap, the calculation gives 6.7 eV. Its HOMO energy is -12.00 eV.

Density functional theory data (the ωB97M-V functional and the def2-TZVPD basis) for a structure of composition C19H19F3N2O at a distorted geometry.

```
! wB97M-V def2-TZVPD RIJCOSX def2/J DEFGRID3
* xyz 0 1
O -0.690 1.073 2.145
C -0.785 1.624 0.972
N 0.334 1.795 0.191
C 1.715 1.760 0.654
C 2.516 3.038 0.673
C 3.804 2.937 1.445
C 4.250 1.764 1.986
C 3.613 0.447 1.553
C 2.364 0.479 0.978
N 1.557 -0.652 0.767
C 2.178 -2.114 1.378
C 1.198 -3.002 0.737
H 1.396 -3.808 0.549
C 0.666 -2.431 -0.529
H -0.220 -2.706 -1.084
H 1.455 -2.471 -1.167
C 0.492 -0.721 -0.231
H 0.788 -0.153 -1.023
H -0.420 -0.756 0.072
H 0.155 -2.996 1.552
H 2.188 -1.923 2.325
H 3.132 -2.235 1.105
H 3.972 -0.577 2.063
H 5.262 1.523 2.482
H 4.561 3.565 1.318
H 2.064 3.791 0.529
H 0.230 2.750 -0.558
C -1.936 1.985 0.386
C -2.323 1.264 -0.577
C -2.985 -0.005 -0.338
C -3.138 -1.053 -1.414
C -2.816 -0.635 -2.822
C -2.328 0.502 -3.011
C -2.052 1.595 -2.067
H -1.589 2.495 -2.291
H -2.050 0.583 -3.995
H -3.056 -1.414 -3.647
C -3.881 -2.288 -0.793
F -4.636 -2.742 -1.934
F -4.322 -2.356 0.284
F -2.996 -3.198 -0.855
H -3.099 -0.262 0.926
H -2.679 2.215 1.233
H -1.887 3.314 0.029
*
```

The LUMO energy is -0.45 eV. The calculation puts the energy above the lowest of the compared OMol25 structures with the same formula, charge and spin at 331.4 kcal per mole. For the HOMO-LUMO gap, the calculation gives 6.9 eV. Its HOMO energy is -7.38 eV.

Density functional theory data (the ωB97M-V functional and the def2-TZVPD basis) for the molecule C19H19FN2O4S.

```
! wB97M-V def2-TZVPD RIJCOSX def2/J DEFGRID3
* xyz 0 1
C 1.973 -2.962 -5.254
C 0.851 -3.254 -4.286
O -0.044 -4.020 -4.568
C 0.894 -2.565 -2.973
C 1.853 -1.609 -2.635
C 1.830 -1.007 -1.395
C 0.850 -1.344 -0.459
N 0.903 -0.695 0.778
C -0.084 -0.613 1.706
O -1.140 -1.208 1.657
C 0.260 0.243 2.924
C 1.478 -0.293 3.693
C 1.926 0.933 4.484
C 1.706 2.071 3.490
N 0.556 1.656 2.682
S 0.598 2.351 1.163
O 1.741 1.871 0.417
O 0.531 3.762 1.377
C -0.913 1.758 0.418
C -0.899 1.242 -0.864
C -2.068 0.740 -1.408
C -3.223 0.783 -0.645
F -4.359 0.294 -1.163
C -3.251 1.324 0.631
C -2.076 1.820 1.164
C -0.110 -2.299 -0.784
C -0.081 -2.892 -2.029
H 1.962 -1.911 -5.531
H 1.839 -3.567 -6.147
H 2.933 -3.195 -4.799
H 2.619 -1.323 -3.338
H 2.561 -0.253 -1.141
H 1.631 0.016 0.821
H -0.629 0.203 3.571
H 2.260 -0.602 2.996
H 1.216 -1.140 4.324
H 1.286 1.069 5.355
H 2.961 0.871 4.810
H 2.579 2.207 2.841
H 1.477 3.025 3.965
H 0.026 1.228 -1.418
H -2.091 0.312 -2.398
H -4.175 1.341 1.186
H -2.042 2.245 2.154
H -0.871 -2.561 -0.069
H -0.821 -3.631 -2.298
*
```

The LUMO energy is 0.07 eV. The calculation puts the energy above the lowest of the compared OMol25 structures with the same formula, charge and spin at 0.0 kcal per mole. The SMILES is CC(=O)c1ccc(NC(=O)[C@H]2CCCN2S(=O)(=O)c2ccc(F)cc2)cc1. For the HOMO-LUMO gap, the calculation gives 8.9 eV. Its HOMO energy is -8.84 eV.

Density functional theory data (the ωB97M-V functional and the def2-TZVPD basis) for the molecule C19H19FN4O3 at a distorted geometry.

```
! wB97M-V def2-TZVPD RIJCOSX def2/J DEFGRID3
* xyz 0 1
C 1.674 -3.244 -7.112
C 1.440 -2.841 -5.701
C 0.748 -1.780 -5.193
C 0.838 -1.860 -3.776
C 0.352 -1.092 -2.722
F -0.413 -0.010 -2.969
C 0.637 -1.463 -1.420
O 0.125 -0.748 -0.342
C 0.471 0.542 -0.241
N 1.421 1.026 -1.009
C 1.737 2.320 -0.853
N 1.214 3.162 -0.020
N 0.256 2.669 0.766
C -0.434 3.327 1.705
C -1.344 2.442 2.281
O -2.216 2.884 3.234
C -2.592 2.001 4.268
C -1.394 1.553 5.131
C -0.785 2.742 5.868
O -1.782 0.519 6.007
C -1.196 1.185 1.666
C -1.945 -0.088 1.895
C -0.182 1.345 0.720
C 1.398 -2.605 -1.152
C 1.888 -3.393 -2.171
C 1.610 -3.011 -3.476
N 1.957 -3.581 -4.666
H 2.740 -3.260 -7.336
H 1.188 -2.542 -7.783
H 1.274 -4.240 -7.299
H 0.233 -1.024 -5.749
H 2.518 2.699 -1.495
H -0.277 4.366 1.904
H -3.295 2.578 4.877
H -3.108 1.116 3.882
H -0.640 1.102 4.476
H 0.093 2.427 6.427
H -0.497 3.506 5.152
H -1.509 3.168 6.561
H -2.370 0.888 6.677
H -1.766 -0.482 2.896
H -3.016 0.068 1.770
H -1.620 -0.830 1.172
H 1.588 -2.853 -0.121
H 2.472 -4.274 -1.957
H 2.512 -4.412 -4.774
*
```

The LUMO energy is 0.75 eV. The calculation puts the energy above the lowest of the compared OMol25 structures with the same formula, charge and spin at 15.5 kcal per mole. The SMILES is Cc1cc2c(F)c(Oc3ncnn4cc(OC[C@@H](C)O)c(C)c34)ccc2[nH]1. For the HOMO-LUMO gap, the calculation gives 8.7 eV. Its HOMO energy is -7.99 eV.

Density functional theory data (the ωB97M-V functional and the def2-TZVPD basis) for a structure of composition C19H19HgIN2O3 at a distorted geometry.

```
! wB97M-V def2-TZVPD RIJCOSX def2/J DEFGRID3
* xyz 0 1
C -3.250 2.393 -0.565
C -0.925 0.723 -3.014
H -4.315 2.302 -0.744
H -2.988 2.965 -1.477
H -2.926 3.089 0.225
H -0.397 -0.062 -3.498
H -1.617 1.152 -3.726
H -0.212 1.502 -2.859
C -1.282 -1.298 2.267
C -1.111 -2.448 3.056
C -0.169 -3.417 2.653
C 0.528 -3.161 1.455
H -2.041 -0.549 2.502
H -1.726 -2.556 3.956
H -0.007 -4.305 3.242
H 1.229 -3.894 1.081
N -0.587 -1.100 1.144
C 0.338 -1.968 0.736
C 1.186 -1.605 -0.419
N 0.808 -0.559 -1.178
C 1.705 -0.077 -2.038
C 3.302 -1.827 -1.630
C 2.924 -0.697 -2.343
H 1.488 0.813 -2.617
H 3.488 -0.189 -3.152
C 2.422 -2.283 -0.648
H 2.690 -3.124 0.010
H 4.279 -2.301 -1.845
Hg -1.856 0.922 -1.160
I -3.639 -1.079 -0.160
O -0.076 4.671 0.787
C 1.080 4.530 1.436
C 1.733 5.654 2.021
C 2.942 5.480 2.719
C 3.587 4.222 2.730
C 2.938 3.099 2.179
C 1.717 3.248 1.504
C 1.076 2.017 0.913
O 1.666 0.928 1.057
O -0.049 2.240 0.311
H -0.256 3.681 0.472
H 1.208 6.602 1.957
H 3.420 6.372 3.154
H 4.539 4.117 3.273
H 3.429 2.116 2.211
*
```

The LUMO energy (spin up / spin down) is -4.13 / -3.53 eV. For the HOMO-LUMO gap (spin up / spin down), the calculation gives 3.1 / 3.7 eV. Its HOMO energy (spin up / spin down) is -7.25 / -7.25 eV.

Density functional theory data (the ωB97M-V functional and the def2-TZVPD basis) for the molecule C19H19N3O2S at a distorted geometry.

```
! wB97M-V def2-TZVPD RIJCOSX def2/J DEFGRID3
* xyz 0 1
C 2.519 3.485 1.570
C 2.307 2.570 2.735
C 2.389 3.076 4.026
C 2.201 2.272 5.136
C 1.922 0.925 4.972
C 1.835 0.398 3.701
C 2.025 1.206 2.575
C 1.919 0.551 1.288
N 1.687 -0.722 1.125
C 1.670 -0.930 -0.223
C 1.440 -2.263 -0.818
S -0.164 -2.976 -0.304
C -1.290 -1.906 -1.097
N -0.869 -0.964 -1.882
C -1.838 -0.200 -2.442
C -3.176 -0.378 -2.256
C -3.667 -1.422 -1.405
O -4.810 -1.721 -1.137
N -2.597 -2.149 -0.840
C -3.979 0.607 -3.047
C -2.927 1.640 -3.493
C -1.562 0.938 -3.376
C 1.899 0.264 -0.852
C 2.017 0.640 -2.281
O 2.062 1.202 0.111
H 3.353 3.143 0.959
H 2.729 4.496 1.913
H 1.635 3.509 0.934
H 2.606 4.126 4.162
H 2.273 2.697 6.126
H 1.773 0.290 5.832
H 1.620 -0.646 3.541
H 1.443 -2.212 -1.905
H 2.171 -2.987 -0.458
H -2.848 -2.905 -0.212
H -4.442 0.105 -3.901
H -4.779 1.047 -2.453
H -2.952 2.497 -2.820
H -3.114 2.000 -4.503
H -1.226 0.543 -4.339
H -0.784 1.596 -2.995
H 1.246 0.128 -2.851
H 1.902 1.716 -2.385
H 2.994 0.357 -2.674
*
```

The LUMO energy is 0.60 eV. The calculation puts the energy above the lowest of the compared OMol25 structures with the same formula, charge and spin at 25.7 kcal per mole. The SMILES is Cc1ccccc1-c1nc(CSc2nc3c(c(=O)[nH]2)CCC3)c(C)o1. For the HOMO-LUMO gap, the calculation gives 8.7 eV. Its HOMO energy is -8.07 eV.

Density functional theory data (the ωB97M-V functional and the def2-TZVPD basis) for the molecule C19H19N3O2S at a distorted geometry.

```
! wB97M-V def2-TZVPD RIJCOSX def2/J DEFGRID3
* xyz 0 1
C 4.604 4.569 1.990
C 3.551 3.911 2.547
C 2.165 4.517 2.581
C 1.137 3.629 1.901
C 0.219 2.836 2.601
C -0.685 2.033 1.926
C -0.656 1.972 0.510
S -1.743 0.923 -0.463
O -3.040 0.833 0.244
O -1.926 1.424 -1.813
N -0.977 -0.636 -0.455
C -0.522 -1.171 0.815
C -0.405 -1.155 -1.614
C 0.444 -0.451 -2.384
C 0.762 -1.275 -3.497
N 0.228 -2.479 -3.334
N -0.521 -2.424 -2.196
C -1.266 -3.500 -1.712
C -0.886 -4.828 -2.131
C -1.613 -5.935 -1.681
C -2.765 -5.795 -0.888
C -3.141 -4.524 -0.511
C -2.382 -3.404 -0.902
C 0.152 2.858 -0.188
C 1.079 3.649 0.498
H 4.562 5.583 1.621
H 5.590 4.124 1.876
H 3.704 2.902 2.884
H 1.885 4.617 3.599
H 2.199 5.475 2.138
H 0.215 2.884 3.679
H -1.402 1.417 2.502
H -1.248 -0.862 1.589
H 0.470 -0.759 1.079
H -0.460 -2.265 0.846
H 0.761 0.574 -2.266
H 1.398 -1.016 -4.345
H -0.043 -4.970 -2.786
H -1.296 -6.952 -1.914
H -3.257 -6.672 -0.505
H -4.022 -4.316 0.120
H -2.739 -2.467 -0.577
H 0.106 2.902 -1.285
H 1.763 4.227 -0.099
*
```

The LUMO energy is 0.26 eV. The calculation puts the energy above the lowest of the compared OMol25 structures with the same formula, charge and spin at 118.6 kcal per mole. The SMILES is C=CCc1ccc(S(=O)(=O)N(C)c2ccnn2-c2ccccc2)cc1. For the HOMO-LUMO gap, the calculation gives 8.8 eV. Its HOMO energy is -8.57 eV.

Density functional theory data (the ωB97M-V functional and the def2-TZVPD basis) for the molecule C19H19N3O3S2 at a distorted geometry.

```
! wB97M-V def2-TZVPD RIJCOSX def2/J DEFGRID3
* xyz 0 1
C 1.495 -6.827 2.732
C 1.426 -5.543 1.931
O 2.028 -5.370 0.900
N 0.605 -4.618 2.519
C 0.279 -3.328 2.096
C 0.786 -2.776 0.912
C 0.442 -1.501 0.521
C -0.423 -0.757 1.317
N -0.846 0.516 1.066
C -1.630 0.958 1.983
S -2.341 2.535 1.987
C -2.084 3.056 0.258
C -0.735 3.699 -0.055
O -0.663 4.814 -0.525
N 0.323 2.916 0.218
C 1.641 3.235 -0.270
C 2.207 2.059 -1.102
O 1.205 1.205 -1.602
C 0.234 1.714 -2.425
C 0.346 2.886 -3.160
C -0.706 3.299 -3.958
C -1.868 2.554 -4.039
C -1.974 1.376 -3.318
C -0.934 0.956 -2.514
S -1.962 -0.158 3.313
C -0.925 -1.313 2.512
C -0.582 -2.590 2.906
H 1.886 -6.629 3.728
H 0.505 -7.269 2.824
H 2.152 -7.527 2.224
H 0.165 -4.894 3.386
H 1.454 -3.365 0.308
H 0.832 -1.065 -0.385
H -2.223 2.176 -0.371
H -2.869 3.786 0.062
H 0.143 1.947 0.483
H 1.544 4.146 -0.866
H 2.319 3.438 0.567
H 2.849 2.440 -1.906
H 2.807 1.404 -0.465
H 1.243 3.484 -3.121
H -0.612 4.217 -4.519
H -2.686 2.888 -4.659
H -2.876 0.783 -3.377
H -1.002 0.045 -1.939
H -0.974 -3.005 3.822
*
```

The LUMO energy is 0.37 eV. The calculation puts the energy above the lowest of the compared OMol25 structures with the same formula, charge and spin at 7.3 kcal per mole. The SMILES is CC(=O)Nc1ccc2nc(SCC(=O)NCCOc3ccccc3)sc2c1. For the HOMO-LUMO gap, the calculation gives 8.5 eV. Its HOMO energy is -8.16 eV.

Density functional theory data (the ωB97M-V functional and the def2-TZVPD basis) for the molecule C19H19N3O4S at a distorted geometry.

```
! wB97M-V def2-TZVPD RIJCOSX def2/J DEFGRID3
* xyz 0 1
C -4.261 -2.057 1.332
C -3.461 -3.345 1.072
C -3.733 -4.382 2.183
N -1.997 -3.031 1.063
S -1.263 -2.671 -0.455
O -1.924 -1.437 -0.871
O -1.463 -3.766 -1.366
C 0.485 -2.388 -0.031
C 1.381 -3.330 -0.488
C 2.740 -3.146 -0.211
C 3.176 -2.081 0.567
C 2.255 -1.082 1.008
C 0.851 -1.228 0.715
C -0.102 -0.209 1.158
O -0.897 -0.527 2.039
N -0.035 1.093 0.613
N 0.887 1.498 -0.298
C 0.743 2.800 -0.513
C 1.693 3.601 -1.345
C 1.320 4.855 -1.877
C 2.237 5.621 -2.620
C 3.471 5.074 -2.916
C 3.832 3.823 -2.428
C 2.956 3.130 -1.606
C -0.411 3.351 0.196
C -0.811 2.140 1.007
O -1.758 2.167 1.805
H -3.696 -1.360 1.950
H -4.435 -1.520 0.400
H -5.250 -2.260 1.767
H -3.762 -3.800 0.126
H -4.799 -4.637 2.118
H -3.127 -5.274 2.054
H -3.538 -3.974 3.173
H -1.796 -2.227 1.644
H 1.015 -4.205 -1.061
H 3.470 -3.859 -0.538
H 4.239 -1.985 0.720
H 2.578 -0.202 1.506
H 0.305 5.243 -1.730
H 2.052 6.621 -2.929
H 4.174 5.597 -3.566
H 4.778 3.397 -2.712
H 3.298 2.200 -1.173
H -1.284 3.629 -0.429
H -0.140 4.142 0.949
*
```

The LUMO energy is -0.24 eV. The calculation puts the energy above the lowest of the compared OMol25 structures with the same formula, charge and spin at 71.5 kcal per mole. The SMILES is CC(C)NS(=O)(=O)c1ccccc1C(=O)N1N=C(c2ccccc2)CC1=O. For the HOMO-LUMO gap, the calculation gives 8.9 eV. Its HOMO energy is -9.16 eV.